The following is a DFT calculation (ωB97M-V/def2-TZVPD) of a 10-piece molecular cluster, C32H57Cl19N2O2 overall in a non-equilibrium geometry.

Atoms and positions in Å:
C -3.913 -2.564 0.761
C -2.819 -3.553 1.308
C -1.790 -4.040 0.188
C -0.371 -4.010 0.869
N 0.734 -4.542 0.040
C 1.553 -3.466 -0.570
O 0.620 -2.511 -1.097
C 0.998 -1.965 -2.295
O 2.059 -2.091 -2.853
C -0.068 -1.020 -2.975
C 0.497 0.459 -2.941
C -0.612 1.517 -2.602
Cl 0.126 3.093 -2.018
C 2.424 -2.699 0.516
C 2.571 -3.189 1.897
C 3.360 -2.375 2.823
C 3.944 -1.155 2.294
N 3.869 -0.689 1.022
C 3.122 -1.462 0.191
H -4.387 -2.045 1.636
H -3.499 -1.757 0.104
H -4.698 -3.170 0.233
H -2.242 -2.984 2.096
H -3.307 -4.430 1.834
H -2.054 -5.072 -0.147
H -1.786 -3.321 -0.671
H -0.184 -2.987 1.295
H -0.449 -4.695 1.767
H 1.339 -5.175 0.559
H 2.197 -3.975 -1.323
H -0.286 -1.391 -4.003
H -1.011 -1.017 -2.356
H 0.981 0.680 -3.924
H 1.267 0.525 -2.125
H -1.126 1.784 -3.560
H -1.342 1.156 -1.831
H 2.065 -4.136 2.192
H 3.458 -2.702 3.879
H 4.523 -0.528 3.020
H 3.035 -1.108 -0.868
Cl 4.036 1.653 -2.766
C 4.756 3.251 -3.085
C 3.721 4.354 -3.092
Cl 2.619 4.230 -4.487
H 5.289 3.198 -4.034
H 5.483 3.435 -2.294
H 4.214 5.324 -3.164
H 3.118 4.345 -2.185
Cl -5.503 0.428 -2.636
C -4.441 -0.008 -3.998
C -4.167 -1.495 -4.057
Cl -3.158 -2.044 -2.694
H -3.519 0.566 -3.905
H -4.948 0.309 -4.910
H -3.622 -1.734 -4.970
H -5.089 -2.073 -4.048
Cl -2.779 -0.599 4.147
C -3.973 0.613 4.676
C -5.303 0.444 3.980
Cl -5.210 0.845 2.246
H -3.552 1.602 4.500
H -4.101 0.483 5.751
H -6.040 1.117 4.420
H -5.676 -0.576 4.070
Cl -2.279 8.670 -3.670
C -1.422 7.107 -3.632
C -0.258 7.117 -2.667
Cl 1.067 8.175 -3.223
H -1.101 6.872 -4.645
H -2.151 6.356 -3.323
H 0.156 6.112 -2.579
H -0.562 7.450 -1.675
Cl 7.734 -1.849 6.020
C 8.035 -1.364 4.332
C 7.951 0.134 4.148
Cl 6.289 0.743 4.352
H 7.320 -1.887 3.697
H 9.036 -1.712 4.076
H 8.264 0.400 3.138
H 8.592 0.662 4.854
Cl 0.062 1.239 -6.649
C 1.703 1.897 -6.890
C 2.003 2.162 -8.347
Cl 2.139 0.657 -9.291
H 2.416 1.197 -6.454
H 1.755 2.829 -6.327
H 2.959 2.679 -8.437
H 1.235 2.781 -8.808
Cl -3.158 3.796 -2.333
C -4.373 5.000 -1.834
C -5.696 4.800 -2.537
Cl -5.593 5.174 -4.277
H -3.965 5.993 -2.022
H -4.507 4.886 -0.757
H -6.444 5.470 -2.114
H -6.054 3.776 -2.432
Cl -5.078 -6.703 1.785
C -4.832 -6.772 3.548
C -5.858 -5.955 4.300
Cl -5.649 -4.205 4.031
H -3.818 -6.435 3.761
H -4.911 -7.820 3.837
H -5.751 -6.125 5.372
H -6.873 -6.222 4.011
Cl 3.500 -0.590 10.083
C 4.378 -0.496 8.535
C 5.844 -0.183 8.727
Cl 6.106 1.476 9.324
H 3.888 0.252 7.913
H 4.269 -1.467 8.050
H 6.366 -0.261 7.773
H 6.312 -0.872 9.429

Forces on the atoms, in the same order (eV/Å):
C -0.201 -0.589 0.670
C 0.267 0.534 -0.271
C 0.080 0.620 1.127
C -0.703 -1.085 0.856
N -0.009 1.383 -0.405
C 0.574 -0.756 2.137
O 0.920 -0.059 -1.702
C -1.063 1.273 -1.501
O -0.120 -0.644 0.905
C -0.295 0.173 1.850
C 0.207 -0.095 0.426
C 0.145 -0.423 -0.984
Cl -0.197 -0.863 -0.149
C 1.201 0.544 1.780
C 0.838 2.048 -1.189
C -0.953 -0.117 -2.634
C -0.109 -0.805 1.260
N -1.167 -2.063 0.712
C -0.726 -0.955 -0.378
H 0.232 -0.486 -0.797
H -0.278 -0.871 0.464
H 0.649 0.854 0.243
H -0.470 -0.636 -0.712
H 0.528 0.978 -0.674
H 0.357 0.832 0.050
H -0.108 -0.790 0.665
H -0.030 -0.776 -0.574
H 0.057 0.693 -0.769
H -0.245 0.261 -0.260
H -0.471 0.955 0.230
H 0.238 0.282 0.831
H 1.125 -0.217 -0.833
H -0.317 0.072 1.001
H -0.568 -0.024 -0.839
H 0.140 -0.161 0.984
H 0.771 0.453 -0.648
H 0.557 0.958 -0.033
H 0.091 0.520 -0.894
H -0.596 -0.620 -0.938
H 0.212 -0.244 1.114
Cl -0.006 -0.019 -0.079
C 0.076 0.082 0.035
C 0.158 0.101 0.190
Cl 0.021 0.124 0.073
H -0.114 -0.016 0.024
H -0.096 0.033 0.006
H 0.007 -0.067 -0.060
H -0.028 -0.125 -0.108
Cl 0.032 0.002 0.058
C 0.053 -0.005 -0.178
C -0.051 0.051 -0.171
Cl -0.501 -0.190 -0.094
H -0.055 -0.053 0.088
H 0.001 -0.070 0.041
H 0.008 0.089 0.041
H 0.048 0.074 0.101
Cl 0.009 -0.002 -0.043
C -0.078 0.079 0.124
C -0.079 0.004 0.130
Cl 0.012 -0.006 -0.034
H -0.015 -0.096 -0.092
H -0.048 -0.045 -0.066
H 0.092 0.012 0.004
H 0.106 0.033 -0.063
Cl -0.011 0.044 -0.006
C 0.035 -0.204 0.038
C -0.072 -0.192 0.053
Cl 0.008 0.026 0.021
H 0.022 0.094 0.072
H 0.118 0.005 0.010
H -0.069 0.014 -0.109
H 0.005 0.080 -0.110
Cl -0.018 -0.072 0.019
C 0.082 0.021 -0.234
C 0.161 -0.018 -0.082
Cl 0.091 0.109 0.183
H -0.033 0.080 0.102
H -0.020 0.079 0.056
H -0.060 -0.085 0.018
H -0.109 -0.068 0.029
Cl -0.063 -0.055 0.003
C 0.180 0.161 -0.005
C 0.004 0.110 0.045
Cl -0.031 -0.012 -0.022
H -0.096 -0.016 -0.053
H -0.063 -0.157 -0.170
H -0.024 -0.056 0.088
H -0.007 -0.115 0.043
Cl -0.037 0.087 -0.032
C -0.164 0.033 0.110
C -0.104 0.001 0.154
Cl 0.038 -0.032 -0.018
H -0.044 -0.070 -0.078
H -0.039 -0.058 -0.065
H 0.094 0.026 -0.011
H 0.122 0.029 -0.063
Cl 0.001 0.012 -0.027
C 0.033 -0.083 0.135
C -0.031 -0.112 0.106
Cl 0.005 0.014 -0.043
H -0.092 0.078 -0.059
H -0.072 0.062 0.002
H 0.070 -0.004 -0.062
H 0.093 0.054 -0.076
Cl -0.029 0.026 0.022
C 0.069 -0.052 -0.172
C 0.048 -0.111 -0.130
Cl -0.003 0.008 0.043
H 0.054 0.018 0.117
H 0.076 0.026 0.051
H -0.132 0.045 0.024
H -0.098 0.086 0.033

Calculated values
E_tot   -279111.0588 eV
Charge   0
Orbital gap   9.48 eV
Structure (SMILES)   CCCCN[C@@H](OC(=O)CCCCl)c1cccnc1.ClCCCl.ClCCCl.ClCCCl.ClCCCl.ClCCCl.ClCCCl.ClCCCl.ClCCCl.ClCCCl
Spin multiplicity   1